[1]
The following is a DFT calculation (ωB97M-V/def2-TZVPD) of C14H25N3O2S in the gas phase.

The geometry in ORCA input format:
```
! wB97M-V def2-TZVPD RIJCOSX def2/J DEFGRID3
* xyz 0 1
C -2.92 -2.29 1.87
C -3.53 -1.14 1.62
C -4.59 -0.97 0.58
N -4.41 0.22 -0.21
C -3.53 0.47 -1.22
C -2.50 -0.49 -1.69
C -1.21 -0.36 -0.88
C -0.28 -1.55 -1.14
O -0.88 -2.77 -0.75
C 1.06 -1.36 -0.43
O 1.68 -0.20 -0.94
C 3.07 -0.11 -0.70
C 3.43 0.14 0.77
C 4.92 0.45 0.97
C 5.24 1.94 1.11
C 4.93 2.76 -0.13
N -3.69 1.67 -1.70
N -4.69 2.22 -0.97
C -5.17 1.36 -0.04
S -6.39 1.59 1.04
H -2.19 -2.38 2.65
H -3.15 -3.19 1.32
H -3.30 -0.25 2.18
H -4.64 -1.84 -0.08
H -5.56 -0.85 1.08
H -2.29 -0.29 -2.74
H -2.88 -1.51 -1.59
H -0.68 0.55 -1.15
H -1.44 -0.32 0.19
H -0.10 -1.65 -2.21
H -1.09 -2.72 0.19
H 1.69 -2.24 -0.60
H 0.89 -1.26 0.66
H 3.40 0.73 -1.32
H 3.57 -1.02 -1.05
H 2.82 0.97 1.14
H 3.16 -0.74 1.35
H 5.48 0.04 0.12
H 5.27 -0.06 1.87
H 4.68 2.34 1.96
H 6.30 2.04 1.35
H 5.25 3.79 0.01
H 5.45 2.36 -1.00
H 3.86 2.77 -0.34
H -5.02 3.15 -1.15
*
```

Values from the calculation:
- Frontier orbital gap: 8.62 eV
- E_tot: -1261.3673 hartree
- HOMO energy: -7.9 eV
- LUMO: 0.02515 Eh
- SMILES string: C=CCn1c(CC[C@H](O)COCCCCC)n[nH]c1=S

***

[2]
The following is a DFT calculation (ωB97M-V/def2-TZVPD) of C14H25N3O2S in the gas phase.

The geometry in ORCA input format:
```
! wB97M-V def2-TZVPD RIJCOSX def2/J DEFGRID3
* xyz 0 1
C -3.87 -3.11 1.19
C -4.47 -1.99 0.86
C -4.07 -1.15 -0.32
N -3.93 0.24 0.04
C -2.95 0.83 0.79
C -1.77 0.12 1.35
C -0.51 0.41 0.53
C -0.60 -0.14 -0.90
O -0.88 -1.52 -0.90
C 0.71 0.12 -1.65
O 1.71 -0.64 -1.01
C 2.95 -0.67 -1.67
C 3.73 0.66 -1.61
C 3.91 1.16 -0.18
C 4.89 0.32 0.64
C 5.12 0.92 2.02
N -3.17 2.10 0.92
N -4.32 2.35 0.25
C -4.82 1.22 -0.31
S -6.18 1.06 -1.22
H -4.19 -3.71 2.03
H -3.04 -3.50 0.62
H -5.31 -1.61 1.43
H -3.14 -1.52 -0.76
H -4.87 -1.18 -1.08
H -1.97 -0.96 1.36
H -1.62 0.46 2.37
H -0.35 1.49 0.49
H 0.35 -0.06 1.03
H -1.43 0.34 -1.43
H -0.06 -1.97 -0.65
H 0.94 1.19 -1.63
H 0.60 -0.20 -2.70
H 2.81 -0.95 -2.73
H 3.52 -1.46 -1.17
H 4.70 0.50 -2.08
H 3.19 1.41 -2.19
H 2.94 1.18 0.32
H 4.28 2.19 -0.22
H 4.50 -0.69 0.75
H 5.85 0.26 0.11
H 5.53 1.93 1.94
H 4.18 0.98 2.57
H 5.81 0.31 2.59
H -4.71 3.27 0.21
*
```

Values from the calculation:
- Frontier orbital gap: 8.47 eV
- E_tot: -1261.3770 hartree
- HOMO energy: -7.8 eV
- LUMO: 0.02523 Eh
- SMILES string: C=CCn1c(CC[C@H](O)COCCCCC)n[nH]c1=S

***

[3]
The following is a DFT calculation (ωB97M-V/def2-TZVPD) of a molecular structure, C14H25N3O3Pb.

The geometry in ORCA input format:
```
! wB97M-V def2-TZVPD RIJCOSX def2/J DEFGRID3
* xyz 2 1
C 0.69 -2.61 -3.60
C 0.52 -3.88 -3.13
H 1.63 -2.24 -4.03
H -0.18 -1.91 -3.69
C 0.01 -4.10 -1.78
C 0.04 -3.14 -0.83
H 0.63 -2.23 -0.98
H -0.54 -3.26 0.10
C 0.80 -5.12 -3.94
H 1.35 -4.90 -4.86
H -0.14 -5.62 -4.21
H 1.37 -5.84 -3.34
C -0.55 -5.45 -1.37
H 0.21 -6.24 -1.30
H -1.34 -5.79 -2.07
H -1.00 -5.32 -0.38
Pb 1.57 1.23 1.98
O 0.38 2.33 0.35
C -0.48 1.79 -0.42
O -0.80 1.14 2.44
C -1.72 1.10 1.57
O -2.98 0.97 1.90
N -1.56 1.15 0.19
C -3.80 0.93 0.67
C -2.83 0.75 -0.45
H -4.32 1.88 0.58
H -4.49 0.09 0.78
H -3.02 1.35 -1.33
H -2.77 -0.31 -0.75
C -0.18 1.84 -1.80
C 1.08 2.18 -2.18
H -0.92 1.48 -2.52
H 1.95 2.16 -1.52
H 1.27 2.47 -3.21
N 1.41 2.20 4.29
C 1.68 3.69 4.48
C 2.23 4.32 3.22
N 1.55 3.71 2.04
H 0.42 2.00 4.48
H 1.92 1.68 5.01
H 0.73 4.17 4.76
H 2.40 3.80 5.30
H 2.08 5.41 3.24
H 3.31 4.12 3.12
H 0.54 3.88 2.05
H 1.88 4.11 1.16
*
```

Values from the calculation:
- Frontier orbital gap (spin up / spin down): 4.31 / 4.31 eV
- E_tot: -1130.6677 hartree
- HOMO energy (spin up / spin down): -11.9 / -11.9 eV
- LUMO (spin up / spin down): -0.27920 / -0.27921 Eh

***

[4]
The following is a DFT calculation (ωB97M-V/def2-TZVPD) of C14H26BrFO5S in the gas phase.

The geometry in ORCA input format:
```
! wB97M-V def2-TZVPD RIJCOSX def2/J DEFGRID3
* xyz 0 1
C 2.80 4.35 1.90
O 1.66 4.34 1.07
C 0.59 3.58 1.60
C -0.58 3.63 0.62
C -0.92 2.29 -0.03
C -1.82 1.40 0.83
C -1.52 -0.10 0.65
C -0.51 -0.63 1.67
C 0.23 -1.89 1.20
C 0.91 -1.87 -0.17
C 0.03 -2.23 -1.38
C 0.81 -3.01 -2.44
C 0.22 -2.90 -3.84
S 0.27 -1.29 -4.61
O 0.36 -1.48 -6.01
O -0.73 -0.44 -4.03
O 1.68 -0.73 -4.10
O -0.78 -2.90 1.27
C -1.44 -2.69 2.51
C -1.15 -1.24 2.92
F -0.23 -1.22 3.96
Br -2.76 -0.36 3.61
H 2.87 3.45 2.52
H 3.68 4.40 1.26
H 2.79 5.23 2.56
H 0.92 2.54 1.74
H 0.31 3.97 2.59
H -1.47 4.00 1.15
H -0.34 4.37 -0.14
H -1.37 2.46 -1.00
H 0.02 1.75 -0.22
H -2.87 1.59 0.59
H -1.71 1.67 1.88
H -1.10 -0.23 -0.34
H -2.43 -0.70 0.67
H 0.20 0.16 1.93
H 0.99 -2.13 1.95
H 1.75 -2.56 -0.13
H 1.33 -0.87 -0.30
H -0.81 -2.84 -1.03
H -0.39 -1.34 -1.83
H 0.82 -4.07 -2.19
H 1.85 -2.67 -2.47
H 0.72 -3.56 -4.55
H -0.85 -3.15 -3.85
H 1.52 0.11 -3.66
H -2.50 -2.89 2.38
H -1.03 -3.34 3.29
*
```

Values from the calculation:
- Frontier orbital gap: 10.26 eV
- E_tot: -3997.2828 hartree
- HOMO energy: -9.9 eV
- LUMO: 0.01492 Eh
- SMILES string: COCCCCC[C@@H]1[C@H](CCCCS(=O)(=O)O)OC[C@]1(F)Br

***

[5]
The following is a DFT calculation (ωB97M-V/def2-TZVPD) of a molecular structure, C14H26CaN6O6.

The geometry in ORCA input format:
```
! wB97M-V def2-TZVPD RIJCOSX def2/J DEFGRID3
* xyz 0 1
O -0.03 -1.37 -3.52
H -0.53 -1.71 -4.28
Ca -0.32 0.12 -0.93
N 1.32 -1.69 -1.13
N -0.89 -2.16 -0.23
N 0.04 2.52 -0.84
N -1.84 1.41 0.68
O 2.35 -1.22 -1.62
O 1.17 3.18 -1.38
O -2.76 0.86 1.61
O -2.08 -2.17 0.25
C -0.39 -3.24 -0.91
C 0.89 -2.96 -1.47
C -0.63 3.32 0.00
C -1.70 2.72 0.80
C 1.64 -3.81 -2.43
H 1.53 -3.34 -3.42
H 1.20 -4.81 -2.46
H 2.70 -3.91 -2.15
C -1.13 -4.51 -1.08
H -2.08 -4.32 -1.61
H -1.34 -4.99 -0.11
H -0.54 -5.20 -1.69
C -0.12 4.69 0.31
C -2.44 3.55 1.81
H 0.57 4.98 -0.48
H 0.39 4.66 1.29
H -0.93 5.43 0.42
H -3.01 2.90 2.48
H -3.10 4.27 1.31
H -1.71 4.14 2.39
H 1.50 2.58 -2.09
H -2.94 -0.06 1.33
C -2.11 0.33 -2.38
H -1.59 -0.09 -3.25
H -2.35 1.41 -2.45
H -2.97 -0.27 -2.05
O 1.28 0.84 -3.88
H 1.05 -0.16 -3.93
H 0.39 1.20 -4.06
N 0.21 -1.99 2.93
C 1.04 -0.92 2.96
C 1.88 -0.77 4.10
C 2.69 0.36 4.19
C 2.67 1.26 3.12
C 1.84 1.01 2.02
N 1.03 -0.05 1.92
H -0.41 -2.10 2.13
H 0.31 -2.72 3.64
H 1.83 -1.54 4.86
H 3.32 0.53 5.06
H 3.27 2.15 3.10
H 1.81 1.68 1.15
*
```

Values from the calculation:
- Frontier orbital gap (spin up / spin down): 3.78 / 3.82 eV
- E_tot: -2006.3480 hartree
- HOMO energy (spin up / spin down): -6.1 / -6.2 eV
- LUMO (spin up / spin down): -0.08660 / -0.08660 Eh

***

[6]
The following is a DFT calculation (ωB97M-V/def2-TZVPD) of a molecular structure, C14H26FeO9P3S2.

The geometry in ORCA input format:
```
! wB97M-V def2-TZVPD RIJCOSX def2/J DEFGRID3
* xyz -1 5
Fe -0.35 -0.38 -0.17
C 2.15 -2.04 4.20
C 1.74 -1.98 2.73
C 2.78 -2.67 1.84
C 1.47 -0.56 2.31
C 0.16 -0.06 2.34
C -0.14 1.22 1.89
C 0.87 2.06 1.40
C 0.51 3.39 0.81
C 2.17 1.58 1.43
C 2.47 0.30 1.88
H 2.30 -3.08 4.52
H 1.39 -1.59 4.84
H 3.09 -1.50 4.35
H 0.80 -2.52 2.61
H 3.78 -2.28 2.01
H 2.53 -2.53 0.78
H 2.80 -3.74 2.05
H -0.64 -0.71 2.67
H -1.17 1.55 1.88
H -0.20 3.26 -0.01
H 1.40 3.89 0.42
H 0.05 4.04 1.55
H 2.97 2.21 1.04
H 3.50 -0.04 1.83
O -3.06 -0.81 1.33
P -2.73 -1.89 0.17
O -3.63 -3.04 0.14
O -1.22 -2.08 0.31
O -2.91 -1.01 -1.20
P -2.89 0.59 -1.42
O -4.06 1.10 -0.39
O -3.28 0.93 -2.79
O -1.59 1.07 -0.78
H -3.82 -0.26 1.10
H -4.87 1.18 -0.90
C 3.42 -3.00 -3.83
C 2.31 -3.95 -3.43
O 1.05 -3.53 -3.95
P 0.01 -2.80 -2.89
S 1.63 -0.52 -1.35
S 0.43 -0.73 -3.07
O -1.29 -2.77 -3.86
C -2.45 -3.51 -3.45
C -3.66 -2.84 -4.06
H 4.38 -3.38 -3.47
H 3.25 -2.02 -3.40
H 3.47 -2.91 -4.91
H 2.25 -4.03 -2.33
H 2.49 -4.96 -3.82
H -2.53 -3.51 -2.36
H -2.35 -4.54 -3.80
H -3.77 -1.83 -3.65
H -4.56 -3.41 -3.84
H -3.55 -2.76 -5.14
*
```

Values from the calculation:
- Frontier orbital gap (spin up / spin down): 7.63 / 7.97 eV
- E_tot: -4310.8938 hartree
- HOMO energy (spin up / spin down): -4.9 / -5.2 eV
- LUMO (spin up / spin down): 0.10208 / 0.10198 Eh

***

[7]
The following is a DFT calculation (ωB97M-V/def2-TZVPD) of a molecular structure, C14H26IMnNO3P2.

The geometry in ORCA input format:
```
! wB97M-V def2-TZVPD RIJCOSX def2/J DEFGRID3
* xyz 2 6
C -2.67 0.73 -3.50
C -2.47 -0.03 -2.23
H -3.62 0.45 -3.98
H -1.85 0.51 -4.22
H -2.68 1.81 -3.32
O -3.18 -0.86 -1.70
I 0.80 2.28 -2.49
Mn -0.79 0.59 -1.57
P -1.39 2.02 0.23
C -2.12 1.39 1.77
C 0.01 2.97 0.91
H -0.34 3.56 1.77
H -2.86 3.90 0.52
H 0.41 3.62 0.13
H -2.17 3.88 -1.13
H -1.39 0.78 2.31
H 0.79 2.26 1.23
C -2.60 3.27 -0.33
H -2.43 2.23 2.39
H -3.50 2.76 -0.70
H -2.99 0.76 1.54
P 0.68 -1.20 -2.00
C 0.63 -2.76 -1.05
C 0.50 -1.75 -3.73
H 2.70 0.02 -2.49
H 3.06 -1.68 -2.01
H 2.59 -0.45 -0.77
C 2.45 -0.79 -1.81
H 0.75 -0.94 -4.41
H 1.19 -2.59 -3.89
H 1.32 -3.48 -1.51
H -0.38 -3.16 -1.07
H -0.53 -2.08 -3.89
H 0.94 -2.58 -0.02
C -1.03 -0.52 -0.16
O -1.29 -1.28 0.69
O 1.48 0.17 1.11
N 1.69 -0.48 2.22
C 2.39 -1.66 2.20
C 2.68 -2.35 3.37
C 2.24 -1.83 4.59
C 1.50 -0.64 4.61
C 1.25 0.02 3.42
H 2.71 -2.00 1.21
H 3.26 -3.27 3.33
H 2.43 -2.36 5.52
H 1.14 -0.21 5.54
H 0.71 0.97 3.37
*
```

Values from the calculation:
- Frontier orbital gap (spin up / spin down): 6.93 / 4.84 eV
- E_tot: -2960.2417 hartree
- HOMO energy (spin up / spin down): -14.4 / -14.4 eV
- LUMO (spin up / spin down): -0.27432 / -0.35090 Eh

***

[8]
The following is a DFT calculation (ωB97M-V/def2-TZVPD) of 2 unconnected molecules or ions with the total composition C14H26IN2O5S.

The geometry in ORCA input format:
```
! wB97M-V def2-TZVPD RIJCOSX def2/J DEFGRID3
* xyz 1 1
C 6.28 0.56 1.88
C 6.23 1.97 1.23
C 5.21 2.14 0.08
I 5.29 0.55 -1.38
S 3.49 2.51 0.64
C 2.42 1.04 0.47
O 1.67 0.95 1.71
N 1.59 -0.42 2.03
O 1.39 -0.58 3.16
C 3.49 2.87 2.55
O 3.00 3.95 2.84
O 3.95 2.04 3.30
H 5.56 -0.16 1.47
H 7.31 0.18 1.79
H 6.12 0.69 2.95
H 7.21 2.14 0.77
H 6.13 2.76 1.99
H 5.51 3.04 -0.47
H 1.69 1.24 -0.32
H 2.96 0.10 0.36
C -3.94 0.97 -0.82
C -3.24 0.01 -1.82
C -4.21 -1.10 -2.25
C -4.44 -2.17 -1.19
C -3.12 -2.74 -0.66
C -2.15 -1.65 -0.17
N -1.99 -0.56 -1.20
O -1.27 -0.95 -2.07
C -2.65 -1.07 1.17
C -0.81 -2.30 0.20
C -2.93 0.90 -3.03
H -3.22 1.46 -0.16
H -4.47 1.76 -1.34
H -4.69 0.47 -0.20
H -3.82 -1.60 -3.15
H -5.16 -0.66 -2.54
H -5.04 -1.77 -0.36
H -5.04 -2.99 -1.61
H -3.32 -3.44 0.15
H -2.65 -3.32 -1.46
H -2.04 -0.23 1.49
H -2.60 -1.82 1.95
H -3.69 -0.75 1.15
H -0.37 -2.86 -0.63
H -0.94 -3.00 1.02
H -0.08 -1.55 0.52
H -2.24 1.70 -2.77
H -3.85 1.36 -3.39
H -2.52 0.34 -3.87
*
```

Values from the calculation:
- Frontier orbital gap: 4.26 eV
- E_tot: -1730.1196 hartree
- HOMO energy: -11.5 eV
- LUMO: -0.26495 Eh

***

Question: E_tot of number 5 (C14H26CaN6O6)?
Answer: -2006.3480 hartree